[1]
Computed, not measured: a 26-piece molecular cluster, C12H60O28 overall, with the ωB97M-V functional and the def2-TZVPD basis.

XYZ file:
```
100
Properties=species:S:1:pos:R:3:mulliken_charge:R:1
O -7.0224 2.7985 -3.4112 -0.63
O -0.3670 3.2075 -0.0911 -0.62
O 0.6824 -1.3560 -0.2991 -0.37
O 7.5087 0.9492 6.9051 -0.56
O 2.1851 4.6639 -0.6363 -0.62
O -5.9878 -3.3852 -8.3733 -0.64
O 4.6679 -0.1070 -0.1776 -0.61
O -8.3955 -1.7859 -8.7312 -0.67
O -6.8300 0.4464 -7.3856 -0.61
O -7.8553 3.2724 -7.8097 -0.59
O 9.2817 -2.1606 4.8859 -0.61
O -4.7468 1.3991 -2.4213 -0.61
O 10.1759 -1.9226 7.7751 -0.64
O -1.7917 1.3920 1.9162 -0.53
O -9.1260 4.7984 -5.5665 -0.61
O -5.2999 1.7432 -5.4895 -0.58
O -0.4008 5.2540 2.3286 -0.62
O -7.6885 0.2250 -1.7398 -0.61
O -3.2331 3.4985 0.8885 -0.62
O 2.2504 -6.3845 0.9409 -0.62
O -2.2672 3.5604 -4.2274 -0.64
O 1.2170 -8.8496 -0.5298 -0.64
O 6.4120 -2.0807 6.4813 -0.59
O 10.4424 1.1506 8.0028 -0.66
O -1.5618 -2.1470 1.3683 -0.62
O 1.9017 -4.9954 3.6043 -0.67
O -1.8980 1.5147 -2.0542 -0.53
O 5.2870 0.1672 4.8823 -0.61
C 1.7196 -1.7197 3.6615 -1.10
C 3.6811 -0.9024 1.8554 0.15
C 0.2440 -0.0116 -0.3350 -0.65
C 1.4887 -1.7791 2.2914 -0.88
C 3.9027 -0.8394 3.2451 0.75
C 6.1687 -0.4842 1.5641 -0.54
C 2.4442 -1.3593 1.3694 0.96
C 6.3617 -0.4324 2.8791 -0.49
C 4.8049 -0.4685 0.9702 0.50
C 2.9233 -1.2352 4.1495 -0.52
C 2.0867 -1.4344 -0.1047 -1.11
C 5.1918 -0.3294 3.7729 0.18
H -0.5032 4.6080 1.6201 0.35
H -7.3404 -0.1845 -7.9086 0.34
H 1.4453 -5.6395 3.0512 0.31
H 5.8811 -1.4607 5.9706 0.32
H 2.0263 -7.2780 0.6537 0.32
H 2.5622 -0.6187 -0.6390 0.46
H -8.1123 3.5903 -6.9326 0.38
H 9.8828 -1.3878 8.5230 0.32
H -4.3594 1.6085 -5.3361 0.25
H -0.9144 2.6160 -0.6285 0.23
H -1.1394 0.9331 2.4556 0.24
H -2.0984 2.3537 -2.4908 0.23
H -2.4646 2.9160 0.9905 0.37
H 3.2033 -6.3957 1.0682 0.33
H -6.9154 1.2894 -7.8500 0.30
H 6.9928 -0.5085 0.8642 0.46
H -8.0574 0.7133 -0.9987 0.31
H -9.4044 5.1358 -4.7095 0.30
H 2.9044 4.1579 -0.2491 0.31
H -3.3591 3.8709 1.7661 0.27
H 6.8194 0.6096 7.4819 0.25
H 7.0549 1.0866 6.0642 0.31
H -1.2575 -1.9940 0.4639 0.29
H -5.2202 2.0615 -2.9475 0.36
H -5.4052 -3.1384 -9.0980 0.32
H 0.4381 -8.3161 -0.7197 0.32
H -8.2658 3.8901 -8.4206 0.26
H 11.0295 -2.2770 8.0430 0.29
H 1.7394 -4.1548 3.1653 0.34
H 0.4704 0.5148 0.5968 0.26
H 1.1855 -9.5648 -1.1715 0.30
H -5.6290 0.8942 -5.8199 0.34
H -2.5995 0.8783 2.0192 0.27
H -7.7873 -2.3037 -8.1832 0.32
H 10.3718 0.3941 7.4081 0.33
H 9.5839 1.5826 7.9153 0.33
H -0.6160 4.0821 -0.4193 0.36
H -1.2069 5.7770 2.3060 0.30
H -2.4773 -1.8532 1.3919 0.29
H 1.4056 4.1056 -0.5188 0.40
H -6.7877 0.5645 -1.8308 0.34
H -9.5250 5.4045 -6.1992 0.28
H -5.4108 -3.4593 -7.6065 0.32
H -2.1478 3.7410 -5.1647 0.28
H -0.8310 0.0056 -0.4778 0.12
H 3.1097 -1.1809 5.2126 0.54
H -7.7274 3.4194 -3.6080 0.23
H -7.1203 2.0964 -4.0659 0.32
H 6.5807 -1.6242 7.3081 0.25
H 2.4362 -2.3821 -0.5149 0.43
H -9.2390 -2.2418 -8.6679 0.31
H -3.0401 4.0800 -3.9786 0.31
H 0.5534 -2.1796 1.9328 0.76
H 0.7040 0.5425 -1.1563 0.47
H -4.9003 1.6630 -1.5075 0.29
H 0.9550 -2.0748 4.3399 0.59
H -2.4376 0.8939 -2.5542 0.22
H 9.5584 -1.4538 4.2953 0.30
H 9.5098 -1.8378 5.7686 0.34
H 7.3387 -0.4410 3.3430 0.33
```

## Properties
LUMO level: -1.26 eV
Strongest force on any atom: 0.51 eV Å⁻¹
Highest occupied orbital energy: -9.694 eV
Net charge: 0
Gap between HOMO and LUMO: 8.44 eV

---

[2]
Computed, not measured: a single C20H32N2O3 molecule, with the ωB97M-V functional and the def2-TZVPD basis.

XYZ file:
```
57
Properties=species:S:1:pos:R:3:mulliken_charge:R:1
O -0.7145 0.1880 4.6890 -0.48
O -3.1068 -2.0301 3.6104 -0.35
O 3.1839 0.7558 -0.2268 -0.71
N 1.7875 -0.7423 -1.1679 0.00
N 1.3020 1.2099 -3.3566 0.61
C 1.9029 0.5606 2.2343 -0.62
C -4.2286 -2.7967 4.0097 -0.54
C 1.6956 -0.1592 -3.5929 -0.69
C 1.3283 0.0532 1.0674 0.84
C -2.0663 -0.1797 4.8197 -0.85
C 2.4832 -0.7986 -2.4267 -1.16
C -3.0310 -2.2831 5.9674 -0.93
C 2.1918 2.2627 -3.8227 0.21
C 1.2049 0.5849 3.4187 -0.79
C 2.1735 0.0757 -0.1617 0.43
C -2.3064 -1.7036 4.7450 0.45
C -0.8417 0.9847 -2.1873 -1.40
C 2.2605 2.4216 -5.3523 -1.33
C -0.1067 0.1079 3.4713 0.80
C -3.8556 -3.4119 5.3554 -0.58
C -0.1186 1.5059 -3.4332 -0.02
C 0.0219 -0.4182 1.1302 -0.59
C -0.8457 1.0031 -4.6941 -1.45
C 3.6029 2.1067 -3.2580 -1.49
C -0.6940 -0.3929 2.3144 -0.92
H -3.2379 -4.2979 5.2059 0.28
H 1.3033 2.7409 -5.7571 0.30
H -4.4267 -3.5338 3.2291 0.30
H 3.0024 3.1745 -5.6061 0.51
H -3.6939 -1.5313 6.3992 0.38
H -1.6998 -0.7806 2.3274 0.55
H 2.6807 -1.8465 -2.6833 0.39
H -0.8941 -0.1015 -2.1982 0.14
H -1.0025 -0.0730 -4.6623 0.32
H 4.1364 1.2969 -3.7501 0.28
H -1.8211 1.4794 -4.7607 0.46
H 1.6475 0.9731 4.3224 0.44
H -2.3343 -2.6203 6.7304 0.37
H -0.2846 1.2391 -5.5933 0.33
H 3.4309 -0.2865 -2.2715 0.42
H 3.5633 1.9198 -2.1887 0.28
H -0.1978 2.5982 -3.4213 0.44
H 1.7835 3.1937 -3.4095 0.37
H -0.4812 -0.7995 0.2538 0.22
H -0.3148 1.3066 -1.2935 0.34
H 2.9134 0.9360 2.1805 0.47
H 2.3191 -0.2578 -4.4917 0.24
H 4.1593 3.0262 -3.4257 0.50
H 2.5489 1.4873 -5.8292 0.21
H -1.8575 1.3718 -2.1567 0.59
H -2.6830 0.3132 4.0579 0.38
H -2.3501 0.2011 5.8044 0.35
H -4.7270 -3.6779 5.9484 0.37
H 0.8014 -0.7651 -3.7529 0.50
H -5.1061 -2.1419 4.1125 0.28
H 0.9277 -1.2575 -1.0877 0.24
H -1.3286 -2.1913 4.6152 0.31
```

## Properties
LUMO level: 0.77 eV
Strongest force on any atom: 0.49 eV Å⁻¹
Highest occupied orbital energy: -7.884 eV
Net charge: 0
ΔE to the lowest compared entry with this formula, charge and spin: 8.6 kcal per mole
SMILES string: CC(C)N(CCNC(=O)c1ccc(OC[C@H]2CCCO2)cc1)C(C)C
Gap between HOMO and LUMO: 8.66 eV

---

[3]
Computed, not measured: a 3-piece molecular cluster, C15H34BClNO8 overall in a non-equilibrium geometry, with the ωB97M-V functional and the def2-TZVPD basis.

XYZ file:
```
60
Properties=species:S:1:pos:R:3:mulliken_charge:R:1
Cl -0.7377 -0.6768 -3.2460 -0.14
O 0.9910 2.7146 -5.2232 -0.46
O 1.4618 0.8070 0.7974 -0.26
O -0.1398 0.0974 3.1614 -0.37
O 1.5002 -5.1884 1.3566 -0.39
O -2.1578 -0.0494 -1.2081 -0.41
O -1.4992 2.5749 -3.9333 -0.43
O 2.0624 3.5078 -3.2353 -0.50
O 0.0661 -4.7486 3.8928 -0.43
N -2.1305 4.2861 -1.8391 0.01
C -0.6417 0.1717 1.8426 -0.54
C -0.4193 2.9562 -3.0787 0.56
C -2.7800 2.9225 -1.8613 -0.72
C 2.6265 0.3969 1.5016 -0.83
C -3.0654 0.7975 -3.2489 -0.89
C -2.0945 0.0364 -2.3785 0.43
C 1.2149 -6.5722 1.4643 -0.74
C 0.3692 -4.3541 1.5181 -0.44
C 0.2890 -3.7592 2.9078 -0.27
C 0.4157 -0.1565 0.8123 0.30
C -0.7495 4.3254 -2.5105 -0.85
C 1.2315 -5.1312 4.6006 -0.71
C 2.5406 3.0411 -1.9653 -0.39
C -2.7322 2.3194 -3.2799 0.04
C 0.1941 1.3486 3.7322 -0.73
B 0.9837 2.9933 -3.8869 0.52
H 2.3777 0.0153 2.4934 0.33
H 2.1686 -7.0919 1.5322 0.24
H -0.8310 5.0509 -3.3307 0.33
H -3.5215 2.7974 -3.8845 0.38
H 0.9817 -6.0234 5.1715 0.26
H -3.0281 0.4225 -4.2774 0.44
H 0.8183 -1.1583 0.9899 0.15
H 1.5440 -4.3441 5.2951 0.31
H -2.7443 4.9512 -2.3134 0.41
H 0.4600 -3.5409 0.7886 0.33
H -0.0441 -0.1483 -0.1787 -0.15
H -1.0565 1.1703 1.6483 0.28
H 0.6209 -6.7920 2.3542 0.33
H -0.5512 -4.9052 1.2961 0.34
H -2.0642 4.6008 -0.8697 0.39
H -0.5569 -3.0640 2.9461 0.24
H 3.1654 -0.3775 0.9471 0.32
H 3.1370 3.8399 -1.5082 0.30
H -0.3005 2.2235 -2.2584 -0.11
H 1.2803 1.8468 -5.5312 0.32
H 3.2680 1.2708 1.6057 0.25
H 0.6788 -6.9318 0.5796 0.31
H 3.1809 2.1632 -2.1259 0.28
H -3.8221 3.0501 -1.5368 0.42
H -2.2693 2.3069 -1.1147 0.22
H -1.4567 -0.5528 1.7575 0.39
H 0.7629 1.1483 4.6378 0.26
H -4.0746 0.6474 -2.8392 0.40
H 2.0583 -5.3575 3.9230 0.32
H 1.7297 2.7674 -1.2814 0.09
H 1.1991 -3.1896 3.1279 0.34
H 0.8028 1.9521 3.0536 0.28
H -0.7079 1.9088 4.0021 0.32
H -0.0051 4.6835 -1.7922 0.37
```

## Properties
LUMO level: -3.42 eV
Strongest force on any atom: 1.20 eV Å⁻¹
Highest occupied orbital energy: -10.643 eV
Net charge: +1
Gap between HOMO and LUMO: 7.22 eV